# 1
DFT (ωB97M-V/def2-TZVPD) results for a structure of composition C24H26FeN4Si at a distorted geometry.

The geometry in XYZ format:
```
56
Properties=species:S:1:pos:R:3:forces:R:3
C -0.96665 0.15773 1.20455 -1.140 -0.009 1.293
C -0.64487 -1.21903 1.41560 -1.084 -0.041 0.960
C 0.48155 -1.26610 2.30711 -0.298 -0.401 0.780
H -1.21192 -2.08594 1.03901 0.471 0.605 0.234
C 0.87577 0.08731 2.58982 -0.724 -0.259 0.796
C -0.02800 0.95709 1.91029 -0.643 -0.084 0.607
H -0.07549 2.04332 2.02401 0.182 -0.471 -0.273
H -1.86493 0.54493 0.70569 0.734 -0.268 0.028
H 0.91013 -2.16978 2.76324 -0.263 0.596 -0.455
H 1.63201 0.40981 3.31168 -0.183 -0.247 -0.496
Fe 1.03417 -0.39124 0.49780 1.222 -1.238 -0.466
C 0.51585 -3.04370 -3.71276 0.411 0.039 0.897
H 1.00648 -2.09347 -3.95512 0.011 -0.306 0.041
H -0.17117 -2.88802 -2.86885 0.442 -0.115 0.029
H 1.24720 -3.85319 -3.51162 -0.404 0.632 0.060
Si 2.81783 -3.17837 -0.04324 1.322 -2.079 -0.437
C 2.87388 -4.93016 -0.86450 -0.465 0.307 -0.961
C 1.91770 -5.94117 -0.62321 0.167 0.002 -0.430
H 1.09484 -5.76567 0.05900 0.074 0.012 0.176
C 1.94285 -7.15730 -1.31892 0.281 0.205 -0.141
H 1.19778 -7.92953 -1.14057 0.044 0.261 0.103
C 2.91557 -7.38951 -2.29375 0.445 0.312 0.019
H 2.93996 -8.31792 -2.87238 -0.110 0.309 0.314
C 3.88389 -6.41019 -2.54697 0.013 0.341 0.152
H 4.65627 -6.56475 -3.31174 -0.402 0.000 0.359
C 3.85523 -5.19130 -1.84807 -0.453 -0.066 -0.014
H 4.55499 -4.39216 -2.10787 -0.043 -0.378 0.069
C 3.43017 -3.63398 1.65203 -0.119 0.718 1.218
C 3.77746 -4.90792 2.13859 -0.079 0.026 0.146
H 3.78079 -5.75277 1.46063 0.038 0.021 0.013
C 4.11331 -5.11946 3.48464 -0.141 0.077 -0.232
H 4.41626 -6.11500 3.82344 -0.168 0.356 -0.191
C 4.03016 -4.07226 4.40223 0.019 -0.080 -0.447
H 4.23694 -4.25346 5.45462 -0.047 0.099 -0.197
C 3.69827 -2.79751 3.94026 0.090 -0.011 0.264
H 3.62800 -1.98123 4.66353 0.091 -0.140 -0.320
C 3.44597 -2.58342 2.58835 0.279 -0.174 0.569
H 3.25697 -1.56046 2.27690 -0.126 -0.037 -0.105
H 3.91254 -2.33360 -0.68258 -0.545 0.000 0.045
H -0.10521 -3.34570 -4.51772 -0.436 -0.239 -0.970
N 0.50921 1.86516 -2.74148 0.249 -0.079 -0.168
C -0.78016 1.36287 -2.89195 0.316 0.050 0.375
C -0.94814 0.42737 -1.90818 1.064 -0.076 0.032
N 0.23720 0.30013 -1.18571 0.407 1.958 -2.757
C 1.10675 1.20689 -1.71818 -2.247 -1.017 -0.160
C 2.32482 1.47889 -1.01162 1.223 -0.254 2.337
N 2.53851 0.81785 0.16808 1.505 2.366 -1.712
C 3.60771 1.45982 0.79320 -0.358 -0.322 -0.906
C 4.06997 2.45853 -0.02415 -0.521 -0.130 0.008
N 3.22595 2.47838 -1.12910 -0.053 -0.093 -0.556
H 0.97087 2.56179 -3.32926 -0.530 -0.410 0.262
H -1.46497 1.71329 -3.65212 0.238 0.007 0.128
H -1.82806 -0.15898 -1.66336 0.324 0.126 -0.153
H 3.96771 1.15535 1.77269 -0.091 0.035 -0.409
H 4.89403 3.15189 0.08416 -0.240 -0.137 -0.043
H 3.26568 3.11024 -1.93283 0.248 -0.300 0.686
```
Positions in Å, forces in eV/Å.

## Properties
charge = +1
multiplicity = 6
energy above the lowest of the compared OMol25 structures with the same formula, charge and spin = 0.0 kcal/mol
highest occupied orbital energy (spin up / spin down) = -9.79 / -11.20 eV
strongest force on any atom = 3.41 eV Å⁻¹
gap between HOMO and LUMO (spin up / spin down) = 6.45 / 6.86 eV


# 2
DFT (ωB97M-V/def2-TZVPD) results for a structure of composition C24H26HfN4Si at a distorted geometry.

The geometry in XYZ format:
```
56
Properties=species:S:1:pos:R:3:forces:R:3
C 1.22251 1.38506 1.36951 0.178 1.028 -0.125
C 0.28415 2.13330 0.58635 0.054 0.521 0.676
C -0.77437 2.58189 1.43480 0.890 0.055 0.187
H 0.37731 2.35250 -0.47624 -0.149 -0.060 0.377
C -0.50328 2.10057 2.76466 0.222 0.823 -0.726
C 0.74626 1.37255 2.73160 0.037 0.222 -0.271
H 1.30973 1.04428 3.60601 -0.258 -0.046 -0.366
H 2.20013 1.03890 1.03011 -0.476 -0.018 0.061
H -1.59125 3.24259 1.13827 0.220 -0.446 0.037
H -1.05494 2.37323 3.65990 0.109 -0.138 -0.291
Hf -0.76312 0.14799 1.51280 -0.302 0.554 -1.611
C -1.42849 -1.89793 -1.84866 0.347 -2.437 -0.894
H -2.23184 -1.88355 -1.11132 0.278 0.223 -0.074
H -1.17323 -2.91607 -2.18848 -0.071 0.172 0.399
H -1.75886 -1.46592 -2.83412 -0.101 -0.223 0.694
Si -0.36460 -0.31288 -1.96163 0.962 5.204 1.191
C 1.40827 -0.41881 -2.43701 0.346 -0.589 -0.354
C 2.17906 0.75759 -2.35176 0.180 -0.071 0.030
H 1.68962 1.71264 -2.14233 0.226 -0.248 -0.120
C 3.56980 0.71040 -2.50769 -0.306 -0.090 0.068
H 4.15223 1.63188 -2.41375 -0.206 -0.381 -0.100
C 4.20407 -0.51308 -2.75437 -0.318 0.007 0.025
H 5.28788 -0.54959 -2.86356 -0.298 -0.009 0.020
C 3.44841 -1.68757 -2.86185 -0.250 -0.040 0.082
H 3.94864 -2.64573 -3.04256 -0.237 0.436 -0.008
C 2.05401 -1.64297 -2.71200 0.333 0.239 0.129
H 1.46278 -2.56268 -2.78914 0.325 0.222 -0.031
C -1.40369 1.03341 -2.68367 -0.189 0.127 -0.237
C -0.94325 1.75605 -3.79592 -0.245 0.086 0.113
H -0.01117 1.44493 -4.27299 -0.264 0.254 -0.016
C -1.66958 2.85958 -4.26140 0.006 -0.164 0.194
H -1.28173 3.42649 -5.10966 -0.244 -0.145 0.247
C -2.86050 3.23647 -3.62228 0.371 -0.230 0.037
H -3.41276 4.10367 -3.98355 0.132 -0.233 0.102
C -3.33026 2.51692 -2.51349 0.258 -0.230 -0.013
H -4.24582 2.82933 -1.99800 0.377 -0.183 -0.294
C -2.60462 1.41161 -2.05123 -0.066 0.312 -0.219
H -2.95695 0.85425 -1.17523 0.109 0.254 -0.258
H -0.54414 0.16381 -0.45111 -0.374 -0.545 -1.203
H -0.28466 -1.69603 -1.26914 -1.562 -1.672 0.370
N -0.98064 -1.79719 5.11226 -0.103 -0.105 -0.317
C -1.84237 -0.83502 5.62767 0.337 -0.334 0.010
C -2.17940 -0.01808 4.59977 0.331 -0.278 -0.992
N -1.54998 -0.46155 3.43355 0.483 -2.101 1.787
C -0.82611 -1.57006 3.78405 -0.899 1.287 0.814
C 0.15366 -2.17078 2.90022 1.197 -0.115 -1.276
N 0.52499 -1.59790 1.72121 -0.033 -1.101 1.366
C 1.58139 -2.35320 1.20491 -0.940 0.306 0.589
C 1.82485 -3.38757 2.05248 -0.277 0.330 0.534
N 0.95060 -3.23332 3.12605 -0.130 -0.415 -0.063
H -0.53550 -2.55669 5.63068 -0.379 0.531 -0.084
H -2.11764 -0.80330 6.67147 0.042 -0.100 -0.144
H -2.81332 0.85882 4.56950 0.097 -0.244 0.165
H 2.05068 -2.06472 0.27545 -0.016 -0.123 0.078
H 2.51901 -4.20646 1.99913 0.074 0.017 0.079
H 0.88799 -3.83211 3.94171 0.170 -0.093 -0.373
```
Positions in Å, forces in eV/Å.

## Properties
charge = +2
multiplicity = 1
energy above the lowest of the compared OMol25 structures with the same formula, charge and spin = 50.7 kcal/mol
highest occupied orbital energy (spin up / spin down) = -10.73 / -10.74 eV
strongest force on any atom = 5.42 eV Å⁻¹
gap between HOMO and LUMO (spin up / spin down) = 4.42 / 4.48 eV


# 3
DFT (ωB97M-V/def2-TZVPD) results for a structure of composition C24H26N4O3S3Ti at a distorted geometry.

The geometry in XYZ format:
```
61
Properties=species:S:1:pos:R:3:forces:R:3
Ti 0.27091 -0.46441 0.70039 0.284 0.705 -2.341
O -1.85225 -3.31992 2.54568 0.228 0.220 0.185
C -1.22451 -2.33394 2.17262 -0.713 -0.300 0.047
N -0.96268 -1.95243 0.92130 -1.061 -1.571 0.005
C -0.99326 -2.91384 -0.15131 -0.209 -0.198 0.124
C 0.40215 -2.90412 -0.73886 -0.041 0.010 0.155
C 0.86171 -3.81309 -1.66829 0.451 -0.066 -0.188
C 2.19567 -3.76486 -2.07503 -0.306 0.225 0.319
C 3.02456 -2.79492 -1.51271 -0.065 -0.246 -0.155
C 2.49823 -1.90302 -0.60471 -0.023 -0.002 0.089
N 1.19961 -1.92486 -0.23501 1.226 -2.114 -1.462
C -0.52460 -1.40586 3.13644 0.549 -0.247 0.455
C -0.88565 -1.21929 4.45616 -0.119 -0.043 0.023
C -0.06542 -0.47220 5.28892 0.272 0.042 -0.350
C 1.13745 0.01034 4.77569 -0.212 -0.157 0.325
C 1.43995 -0.20795 3.45108 0.149 -0.202 -0.166
N 0.61466 -0.87082 2.62098 -0.341 -0.265 2.149
H -1.25031 -3.91195 0.23053 0.040 0.115 -0.138
H -1.73435 -2.63551 -0.91573 0.180 -0.165 0.046
H 0.18716 -4.56388 -2.05583 -0.025 -0.023 0.013
H 2.58070 -4.47880 -2.78780 0.025 -0.026 -0.045
H 4.06994 -2.74378 -1.77508 0.076 0.045 0.023
H 3.11121 -1.14642 -0.12547 -0.041 -0.020 -0.146
H -1.80450 -1.66162 4.81170 -0.030 -0.070 -0.031
H -0.33278 -0.28932 6.32012 -0.040 -0.013 0.008
H 1.83554 0.54527 5.40299 0.007 0.051 -0.037
H 2.37029 0.13993 3.01527 -0.194 0.148 0.014
C -2.01903 2.03284 -2.40923 0.456 0.186 0.356
C -1.52490 0.94381 -3.34335 0.059 -0.404 0.336
S -0.64014 -0.41516 -2.47128 -0.090 0.268 -0.682
C 0.79694 -0.57449 -3.58884 -0.310 -0.018 0.329
C 1.83550 0.54469 -3.54351 0.141 0.159 0.629
S 2.20829 1.07302 -1.83095 0.106 0.069 -0.612
C 1.91267 2.86954 -1.90799 0.052 -0.360 0.025
C 0.53099 3.31606 -2.35624 -0.477 -0.107 0.370
S -0.77313 2.67284 -1.24260 0.053 0.265 -0.401
H -2.79230 1.64423 -1.74529 -0.087 0.049 -0.024
H -2.43359 2.86375 -2.98244 -0.112 -0.098 -0.025
H -0.84200 1.34863 -4.08772 0.010 -0.033 -0.034
H -2.36971 0.48642 -3.86009 0.019 0.118 -0.097
H 0.40867 -0.67987 -4.60326 0.065 -0.160 0.005
H 1.24463 -1.51918 -3.28373 0.063 -0.033 -0.116
H 1.51167 1.42514 -4.09340 -0.029 -0.024 -0.123
H 2.76180 0.18210 -3.98999 -0.061 0.038 -0.155
H 2.67767 3.31517 -2.54713 -0.017 0.065 0.082
H 2.09053 3.17930 -0.87631 0.049 0.079 -0.007
H 0.30507 2.99588 -3.37121 0.059 0.074 -0.079
H 0.48329 4.40477 -2.31768 0.084 0.013 -0.159
O 1.26687 2.92264 2.11618 0.049 -0.318 -0.066
C 0.67562 1.95992 1.63970 -0.921 1.652 1.031
O 1.25285 1.04533 0.88644 1.738 1.421 -0.007
C -0.76458 1.70221 1.84354 0.590 0.587 -0.103
C -1.57996 2.43273 2.70378 -0.178 -0.033 0.086
C -2.92288 2.13911 2.78460 0.324 0.255 0.177
C -3.44138 1.11815 1.95262 0.123 -0.333 -0.443
C -2.59783 0.44978 1.10741 -0.838 0.122 0.135
N -1.27235 0.70120 1.03160 -1.018 0.577 0.494
H -1.12352 3.21512 3.29311 0.037 0.027 0.035
H -3.57604 2.67020 3.45981 0.006 0.087 0.058
H -4.49108 0.86578 1.98200 -0.037 -0.042 -0.082
H -2.96805 -0.33040 0.44743 0.026 0.018 0.146
```
Positions in Å, forces in eV/Å.

## Properties
charge = 0
multiplicity = 3
energy above the lowest of the compared OMol25 structures with the same formula, charge and spin = 57.0 kcal/mol
highest occupied orbital energy (spin up / spin down) = -4.79 / -8.17 eV
strongest force on any atom = 2.85 eV Å⁻¹
gap between HOMO and LUMO (spin up / spin down) = 4.67 / 7.93 eV